# C4H5O4Sm

A molecular structure, C4H5O4Sm (ωB97M-V with the def2-TZVPD basis set, the Open Molecules 2025 dataset).

Structure (ORCA input):
```
! wB97M-V def2-TZVPD RIJCOSX def2/J DEFGRID3
* xyz 3 7
C -3.2939 -0.1225 -0.6162
O -4.5723 -0.4689 -0.7714
H -2.8685 0.6289 -1.2848
H -4.9407 -0.1066 -1.5848
C -2.5378 -0.7221 0.3912
C -1.1579 -0.6358 0.1977
H -2.9329 -1.6285 0.8571
H -2.2088 1.2663 1.6170
H -0.5736 -0.9565 -0.6644
O -0.3643 -0.1019 1.2100
C -0.2876 1.1895 1.4566
O -1.3345 1.8295 1.8342
O 0.7603 1.7555 1.1208
Sm 2.2513 3.9331 1.1130
*
```

Output
Lowest unoccupied orbital energy (alpha / beta) (eV): -13.474 / -13.474
Energy (Ha): -1113.10858
HOMO level (alpha / beta) (eV): -21.07 / -21.06
HOMO-LUMO gap (alpha / beta) (eV): 7.6 / 7.6

Atomic partial charges in e from the Löwdin method, atoms 1 to 5: -0.032, 0.196, 0.168, 0.167, 0.011